This record from OMol25 describes C30H37InO8S as an isolated structure in a non-equilibrium geometry. The level of theory is ωB97M-V/def2-TZVPD.

Last column: Löwdin charge in e.
Positions of all 77 atoms, in Å:
C (0.045, -0.697, -5.184)  -0.236
C (-0.175, -1.317, -3.795)  -0.041
C (-0.334, 0.800, -5.077)  -0.026
C (-1.154, 0.931, -3.775)  -0.164
H (-0.934, 1.047, -5.960)  0.119
H (0.573, 1.417, -5.098)  0.117
C (-1.306, -0.498, -3.183)  -0.206
H (0.753, -1.182, -3.226)  0.141
H (-0.387, -2.392, -3.876)  0.138
C (-1.325, -0.443, -1.664)  -0.166
H (-2.249, -0.936, -3.533)  0.151
H (-2.159, 1.304, -4.021)  0.147
C (-0.576, 1.818, -2.652)  -0.358
C (1.447, -0.953, -5.712)  -0.415
C (-0.763, -1.385, -6.287)  -0.437
O (-1.393, -0.819, -7.164)  0.098
O (2.423, -1.166, -5.009)  0.124
O (1.507, -0.969, -7.056)  -0.032
O (-0.687, -2.727, -6.236)  -0.025
C (-1.281, -3.343, -7.388)  -0.039
H (-1.109, -4.412, -7.255)  0.093
H (-0.784, -2.976, -8.297)  0.098
H (-2.352, -3.105, -7.440)  0.098
C (2.813, -1.280, -7.546)  -0.040
H (3.556, -0.593, -7.122)  0.099
H (2.743, -1.182, -8.630)  0.091
H (3.084, -2.308, -7.273)  0.103
O (-0.678, 0.791, -1.291)  -0.404
H (-0.783, -1.272, -1.186)  0.129
H (-2.364, -0.408, -1.300)  0.113
C (-1.462, 2.995, -2.307)  -0.071
C (0.899, 2.140, -2.729)  -0.023
H (1.088, 2.834, -3.563)  0.089
H (1.503, 1.233, -2.868)  0.100
H (1.218, 2.640, -1.804)  0.093
H (-1.080, 3.523, -1.422)  0.041
H (-2.489, 2.656, -2.113)  0.095
H (-1.476, 3.706, -3.147)  0.091
In (-0.787, 1.502, 0.759)  0.952
C (-2.579, -0.688, 3.366)  -0.229
C (-3.005, -0.572, 2.010)  -0.257
C (-2.495, -1.688, 1.291)  -0.244
H (-3.632, 0.224, 1.617)  0.037
C (-1.714, -2.469, 2.190)  -0.197
C (-1.747, -1.843, 3.460)  -0.186
H (-1.350, -2.263, 4.373)  0.075
H (-2.993, -0.161, 4.212)  0.070
H (-2.689, -1.925, 0.245)  0.035
H (-1.200, -3.398, 1.951)  0.060
C (2.162, 0.053, 2.390)  -0.253
C (1.878, -1.032, 3.312)  -0.222
C (1.421, -2.141, 2.528)  -0.185
H (2.309, -1.075, 4.303)  0.073
C (1.358, -1.739, 1.187)  -0.215
C (1.818, -0.388, 1.094)  -0.246
H (1.949, 0.184, 0.175)  0.032
H (2.789, 0.901, 2.630)  0.072
H (1.131, -3.101, 2.944)  0.067
H (1.025, -2.351, 0.349)  0.050
C (1.306, 2.401, 9.854)  -0.085
C (0.991, 2.080, 8.421)  -0.309
C (1.300, 0.811, 7.924)  -0.058
C (1.011, 0.471, 6.606)  -0.036
C (0.400, 1.414, 5.778)  -0.226
C (0.100, 2.697, 6.243)  -0.054
C (0.396, 3.021, 7.569)  -0.064
S (-0.060, 0.909, 4.126)  0.475
O (0.158, -0.556, 4.200)  -0.386
O (-1.450, 1.263, 3.869)  -0.399
O (0.857, 1.579, 3.182)  -0.454
H (0.746, 1.750, 10.536)  0.072
H (2.370, 2.243, 10.065)  0.070
H (1.059, 3.439, 10.084)  0.061
H (1.774, 0.075, 8.577)  0.105
H (1.242, -0.522, 6.235)  0.106
H (-0.367, 3.410, 5.571)  0.112
H (0.162, 4.014, 7.961)  0.095

The max |F| comes out at 4.964 eV/Å. As for the net charge: -2. For the total energy, the calculation gives -2355.3280 Ha. The LUMO energy (spin up / spin down) comes out at 0.1199 / 0.1199 Ha. The spin multiplicity is 1. The orbital gap (spin up / spin down) comes out at 1.6 / 1.6 eV.


This record from OMol25 describes an isolated ion of composition C30H37N2 and charge +1 in a non-equilibrium geometry. The level of theory is ωB97M-V/def2-TZVPD.

Last column: Löwdin charge in e.
Positions of all 69 atoms, in Å:
C (3.879, 3.825, -3.618)  -0.049
C (2.957, 3.389, -2.509)  -0.252
C (3.437, 3.060, -1.237)  -0.009
C (2.609, 2.668, -0.193)  -0.194
C (3.258, 2.358, 1.139)  -0.044
C (1.207, 2.566, -0.420)  -0.094
C (0.217, 2.191, 0.709)  -0.320
C (0.145, 3.358, 1.735)  -0.030
C (0.336, 0.834, 1.343)  -0.123
C (-0.191, -0.290, 0.416)  -0.080
C (0.484, -1.656, 0.581)  -0.101
C (0.540, -2.454, -0.564)  -0.198
C (0.203, -1.950, -1.944)  -0.034
C (1.162, -3.713, -0.471)  0.003
C (1.708, -4.189, 0.710)  -0.255
C (2.318, -5.555, 0.763)  -0.044
C (1.769, -3.317, 1.799)  0.000
C (1.102, -2.084, 1.790)  -0.182
C (1.319, -1.244, 3.045)  -0.053
N (-1.803, -0.544, 0.381)  0.134
C (-2.310, -0.149, -0.764)  -0.057
N (-3.608, -0.442, -0.902)  -0.014
C (-4.588, -0.086, -1.935)  0.032
C (-3.999, -1.121, 0.271)  -0.135
C (-5.232, -1.662, 0.622)  0.011
C (-5.260, -2.409, 1.826)  -0.048
C (-4.077, -2.601, 2.567)  -0.043
C (-2.841, -2.045, 2.158)  0.022
C (-2.829, -1.247, 1.039)  -0.130
C (0.701, 2.932, -1.698)  -0.207
C (-0.779, 2.974, -2.024)  -0.042
C (1.574, 3.310, -2.706)  -0.017
H (3.326, 4.017, -4.545)  0.077
H (4.420, 4.747, -3.364)  0.088
H (4.639, 3.063, -3.838)  0.086
H (4.523, 3.120, -1.058)  0.132
H (2.598, 2.466, 2.000)  0.052
H (3.674, 1.337, 1.172)  0.092
H (4.112, 3.032, 1.318)  0.093
H (-0.774, 2.175, 0.251)  0.104
H (-0.189, 4.260, 1.191)  0.093
H (-0.602, 3.129, 2.507)  0.084
H (1.104, 3.601, 2.220)  0.074
H (1.374, 0.699, 1.740)  0.099
H (-0.330, 0.724, 2.215)  0.120
H (-0.092, 0.104, -0.628)  0.111
H (0.559, -2.672, -2.683)  0.085
H (-0.867, -1.802, -2.163)  0.075
H (0.731, -1.007, -2.163)  0.096
H (1.280, -4.283, -1.390)  0.123
H (2.741, -5.780, 1.744)  0.079
H (1.601, -6.351, 0.524)  0.091
H (3.131, -5.646, 0.036)  0.089
H (2.388, -3.583, 2.666)  0.126
H (1.630, -1.890, 3.884)  0.086
H (2.172, -0.546, 2.893)  0.091
H (0.428, -0.695, 3.398)  0.077
H (-1.669, 0.336, -1.503)  0.132
H (-5.511, -0.566, -1.603)  0.077
H (-4.748, 1.004, -1.979)  0.111
H (-4.323, -0.468, -2.934)  0.110
H (-6.166, -1.530, 0.030)  0.124
H (-6.190, -2.849, 2.179)  0.114
H (-4.114, -3.202, 3.483)  0.117
H (-1.879, -2.195, 2.612)  0.112
H (-0.914, 3.345, -3.054)  0.086
H (-1.261, 1.990, -2.013)  0.038
H (-1.364, 3.634, -1.367)  0.094
H (1.156, 3.580, -3.687)  0.120

The max |F| comes out at 1.535 eV/Å. As for the net charge: +1. For the total energy, the calculation gives -1274.6521 Ha. The LUMO energy comes out at -0.1008 Ha. As for the SMILES: Cc1cc(C)c([C@H](C)C[C@@H](c2c(C)cc(C)cc2C)[n+]2cn(C)c3ccccc32)c(C)c1. The spin multiplicity is 1. The orbital gap comes out at 8.2 eV. The calculation puts the energy relative to the best compared isomer or geometry (same formula, charge and spin) at 0.0000 eV.


This record from OMol25 describes a 2-piece molecular cluster, C30H37N6 overall in a non-equilibrium geometry. The level of theory is ωB97M-V/def2-TZVPD.

Last column: Löwdin charge in e.
Positions of all 73 atoms, in Å:
C (-7.406, -0.301, 1.304)  -0.049
N (-6.502, 0.798, 1.587)  -0.176
C (-7.112, 2.084, 1.856)  -0.048
C (-5.149, 0.634, 1.561)  -0.203
C (-4.271, 1.736, 1.773)  0.003
C (-2.914, 1.593, 1.552)  -0.007
C (-2.356, 0.342, 1.190)  -0.178
C (-0.959, 0.205, 0.803)  -0.071
C (-0.264, 1.306, 0.272)  -0.007
C (1.107, 1.332, 0.048)  0.011
C (1.903, 2.493, 0.315)  -0.230
C (3.298, 2.334, 0.492)  -0.013
C (4.055, 3.360, 1.037)  -0.055
C (3.466, 4.593, 1.350)  -0.046
C (2.103, 4.788, 1.097)  -0.059
C (1.319, 3.760, 0.578)  -0.008
C (-0.314, -1.094, 1.003)  -0.198
C (0.500, -1.707, 0.028)  -0.028
C (0.987, -2.990, 0.211)  -0.007
C (0.713, -3.721, 1.396)  -0.202
N (1.213, -4.981, 1.565)  -0.178
C (0.876, -5.827, 2.696)  -0.046
C (2.076, -5.597, 0.570)  -0.054
C (-0.063, -3.082, 2.402)  0.001
C (-0.577, -1.820, 2.191)  -0.024
C (-3.228, -0.775, 1.115)  -0.005
C (-4.589, -0.643, 1.287)  0.003
H (-7.203, -1.164, 1.956)  0.094
H (-8.428, 0.052, 1.475)  0.089
H (-7.320, -0.632, 0.256)  0.105
H (-6.595, 2.880, 1.304)  0.089
H (-8.157, 2.031, 1.534)  0.090
H (-7.091, 2.337, 2.930)  0.106
H (-4.682, 2.701, 2.077)  0.105
H (-2.261, 2.457, 1.673)  0.117
H (-0.831, 2.226, 0.120)  0.108
H (1.637, 0.383, -0.051)  0.097
H (3.740, 1.368, 0.244)  0.121
H (5.112, 3.190, 1.219)  0.112
H (4.065, 5.392, 1.779)  0.113
H (1.639, 5.750, 1.312)  0.112
H (0.248, 3.906, 0.412)  0.112
H (0.712, -1.197, -0.910)  0.108
H (1.603, -3.442, -0.565)  0.082
H (0.742, -5.240, 3.611)  0.078
H (-0.046, -6.404, 2.510)  0.105
H (1.701, -6.536, 2.844)  0.092
H (1.603, -5.599, -0.423)  0.094
H (3.050, -5.089, 0.487)  0.087
H (2.248, -6.634, 0.880)  0.088
H (-0.267, -3.589, 3.341)  0.100
H (-1.202, -1.374, 2.966)  0.130
H (-2.837, -1.760, 0.865)  0.127
H (-5.243, -1.514, 1.196)  0.105
N (4.349, -2.964, -1.149)  0.224
N (3.877, -2.040, -1.646)  -0.203
N (3.270, -1.033, -2.018)  0.041
C (3.563, -0.685, -3.409)  -0.153
C (2.678, 0.505, -3.740)  -0.393
C (3.189, 1.404, -4.871)  -0.126
C (2.635, 2.805, -4.520)  -0.138
C (2.143, 2.709, -3.048)  -0.203
N (2.527, 1.386, -2.650)  -0.044
H (4.628, -0.417, -3.556)  0.126
H (3.297, -1.488, -4.119)  0.128
H (1.671, 0.107, -3.993)  0.146
H (4.285, 1.405, -4.824)  0.112
H (2.885, 1.029, -5.847)  0.114
H (3.414, 3.567, -4.621)  0.107
H (1.805, 3.067, -5.181)  0.105
H (2.612, 3.476, -2.409)  0.107
H (1.046, 2.864, -2.962)  0.111
H (2.275, 0.987, -1.762)  0.044

The max |F| comes out at 3.141 eV/Å. As for the net charge: +1. For the total energy, the calculation gives -1493.5641 Ha. The LUMO energy comes out at -0.1650 Ha. The spin multiplicity is 1. The orbital gap comes out at 5.6 eV. The calculation puts the energy relative to the best compared isomer or geometry (same formula, charge and spin) at 1.8040 eV.


Q: The lowest net charge belongs to which entry?
A: C30H37InO8S


Q: Which value of spin multiplicity does entry 1 give?
A: 1


Q: total energy of number 1 (C30H37InO8S)?
A: -2355.3280 Ha


Q: Among the records above, which one has the highest max |F|?
A: C30H37InO8S